Molecular formula: C2H10O2S2
Method: DFT, ωB97M-V/def2-TZVPD

Computed properties:
E_tot	-1029.04133	Ha
HOMO	-8.9	eV
orbital gap	9.52	eV
ΔE to the lowest compared entry with this formula, charge and spin	0.478	eV

The geometry in ORCA input format:
```
! wB97M-V def2-TZVPD RIJCOSX def2/J DEFGRID3
* xyz 0 1
C -0.53095 1.88692 0.04031
S -0.81222 0.61190 -1.21759
S 0.52949 -0.84228 -0.70532
C 1.96688 -0.32473 -1.68555
H -1.10821 1.66906 0.94293
H -0.89747 2.81092 -0.40376
H 0.53290 1.98339 0.23480
H 1.63373 -0.11760 -2.69339
H 2.71570 -1.10743 -1.66737
H 2.40839 0.57243 -1.24723
H 2.25968 -0.94719 1.62760
H 2.55638 -0.65344 3.13469
O 2.69854 -0.34643 2.23696
H -5.27601 -1.71278 -0.01617
H -4.18776 -2.10539 0.98587
O -4.48906 -1.37735 0.43320
*
```

Atomic partial charges in e from the natural (NBO) method, atoms 1 to 6: number 1, C, carries -0.75; number 2, S, carries 0.09; number 3, S, carries 0.06; number 4, C, carries -0.75; number 5, H, carries 0.22; number 6, H, carries 0.22